Entry 1:
Entry from the OMol25 dataset: 2 unconnected molecules or ions with the total composition C3H13N2O (ωB97M-V with the def2-TZVPD basis set).

Geometry as XYZ:
```
19
Properties=species:S:1:pos:R:3:forces:R:3
C -0.176121 0.364706 1.802636 0.984 -0.752 0.033
C 0.695247 0.857715 0.630483 -0.671 1.006 -0.030
C 1.312901 -0.219041 -0.208876 0.014 -0.207 -0.840
N 0.306505 -0.894349 -1.108736 -1.575 0.164 1.114
N -0.430647 -1.086619 1.633528 -0.866 -0.139 0.642
H -1.131822 0.865142 1.866313 -0.039 0.287 -0.085
H 0.399010 0.560394 2.710180 -0.362 0.010 0.190
H 0.108941 1.554580 0.019666 0.032 -0.254 -0.259
H 1.514920 1.489474 0.973957 0.056 -0.135 0.217
H 1.961061 0.214435 -0.956430 0.664 0.218 0.220
H 1.849098 -0.948717 0.389475 -0.064 -0.206 -0.182
H -0.214176 -0.150375 -1.603123 0.432 -0.150 -0.990
H -0.483294 -1.281351 -0.568550 0.590 -0.252 0.748
H 0.659220 -1.663623 -1.670565 0.214 0.369 -0.429
H -1.265365 -1.340162 2.162772 -0.149 0.230 -0.373
H 0.247171 -1.620954 2.153169 0.630 -0.106 -0.096
H -2.460629 0.763830 -2.494340 0.145 0.063 -0.063
H -1.386649 1.647343 -3.159073 -0.022 -0.166 0.109
O -1.505372 0.887573 -2.572489 -0.012 0.019 0.075
```
Positions in Å, forces in eV/Å.

The calculation puts the energy above the lowest of the compared OMol25 structures with the same formula, charge and spin at 0.408 eV. The net charge is +1. The frontier orbital gap comes out at 10.988 eV. The calculation puts the LUMO energy at -2.912 eV.

Entry 2:
Entry from the OMol25 dataset: 2 unconnected molecules or ions with the total composition C3H13N2O (ωB97M-V with the def2-TZVPD basis set).

Geometry as XYZ:
```
19
Properties=species:S:1:pos:R:3:forces:R:3
N -0.519281 -0.870253 -0.446322 -1.795 -0.264 -0.393
C 0.131021 -0.089681 0.625557 0.806 2.267 0.510
C 0.041576 1.526162 0.303599 0.846 -2.076 -0.104
N -0.226052 1.732942 -1.078073 -2.733 0.268 -1.637
C 0.262098 1.509590 -2.466282 0.041 -0.112 -0.313
H -0.162140 -1.808208 -0.565490 0.602 -0.275 -0.044
H -0.518387 -0.379586 -1.368348 0.405 -0.073 0.693
H -1.522049 -1.039165 -0.240924 0.481 0.333 0.002
H 1.183906 -0.317621 0.643260 0.189 -0.523 0.017
H -0.328206 -0.285761 1.593401 0.063 -0.333 -0.201
H 0.961043 2.018012 0.609659 0.179 -0.302 0.100
H -0.750060 1.908210 0.957437 -0.039 0.222 -0.655
H -1.171779 1.458019 -1.255446 -0.913 0.735 0.720
H -0.636512 1.638764 -3.194827 1.532 -0.305 1.495
H 0.996192 2.223605 -2.778746 0.443 0.533 -0.014
H 0.735550 0.529942 -2.627766 -0.095 -0.075 -0.155
H 1.240826 -3.494173 3.557904 -0.111 -0.149 0.010
H -0.287112 -3.229248 3.663859 0.362 -0.172 0.153
O 0.569369 -3.031549 4.067548 -0.265 0.301 -0.185
```
Positions in Å, forces in eV/Å.

The calculation puts the energy above the lowest of the compared OMol25 structures with the same formula, charge and spin at 2.747 eV. The net charge is +1. The frontier orbital gap comes out at 9.243 eV. The calculation puts the LUMO energy at -3.874 eV.

Entry 3:
Entry from the OMol25 dataset: 2 unconnected molecules or ions with the total composition C3H13N2O (ωB97M-V with the def2-TZVPD basis set).

Geometry as XYZ:
```
19
Properties=species:S:1:pos:R:3:forces:R:3
C -1.376117 0.833233 0.002650 1.378 1.160 -0.303
N -1.550717 0.495733 1.387727 0.520 -1.228 -0.051
C 0.021573 0.344532 -0.473764 0.349 0.150 1.689
N 1.030336 0.568753 0.705841 -0.754 -0.308 -2.517
C 2.346629 -0.016789 0.361611 -0.224 -0.918 -0.262
H -2.080758 0.512100 -0.759387 -0.490 -0.327 0.266
H -1.342153 1.926336 -0.057071 -0.191 -0.040 -0.062
H -2.106020 1.078187 1.989757 -0.302 0.019 -0.290
H -1.717298 -0.495168 1.508884 -0.519 0.152 0.272
H 0.054532 -0.731614 -0.651314 -0.068 0.303 -0.387
H 0.432785 0.987389 -1.238827 -0.162 -0.339 -0.677
H 0.513515 0.118029 1.462907 0.204 0.863 0.788
H 1.066796 1.583049 0.694215 0.085 0.064 1.239
H 2.508355 0.098039 -0.707426 0.247 0.486 0.078
H 3.152353 0.378799 0.965030 -0.006 0.143 0.048
H 2.269640 -1.097329 0.482690 0.058 0.060 0.343
H -0.715688 -2.925754 -1.793612 -0.111 0.149 -0.563
H -1.293839 -1.522813 -2.309948 0.170 -0.674 -0.312
O -1.213925 -2.134712 -1.569963 -0.182 0.288 0.703
```
Positions in Å, forces in eV/Å.

The calculation puts the energy above the lowest of the compared OMol25 structures with the same formula, charge and spin at 1.195 eV. The net charge is +1. The frontier orbital gap comes out at 10.842 eV. The calculation puts the LUMO energy at -3.025 eV.

Entry 4:
Entry from the OMol25 dataset: 2 unconnected molecules or ions with the total composition C3H13N2O (ωB97M-V with the def2-TZVPD basis set).

Geometry as XYZ:
```
19
Properties=species:S:1:pos:R:3:forces:R:3
C 1.273514 0.295622 0.816297 -0.356 0.226 -0.339
C -0.164690 0.123629 1.344301 -0.015 -0.419 0.065
C -1.289228 0.390385 0.363859 -0.502 0.053 0.171
N -1.079049 1.664197 -0.410794 0.237 -0.112 -0.445
N 1.373701 0.210428 -0.648128 -0.307 -0.244 -0.390
H 1.614370 1.286952 1.080310 0.103 0.362 0.087
H 1.927359 -0.378025 1.339710 0.289 -0.478 0.200
H -0.288163 0.777027 2.199000 -0.016 0.137 0.301
H -0.341258 -0.895895 1.724064 0.139 0.301 -0.207
H -2.251698 0.457804 0.881694 0.196 0.016 -0.115
H -1.372335 -0.378668 -0.388878 0.123 -0.282 -0.187
H -1.173744 2.505260 0.163787 0.414 -0.148 -0.034
H -0.118067 1.515994 -0.839539 -0.222 0.240 0.296
H -1.757204 1.761818 -1.172820 0.117 -0.121 0.148
H 2.287589 0.531003 -0.964030 -0.234 -0.133 0.112
H 1.241097 -0.748405 -0.999512 0.015 0.529 0.363
H 0.671221 -2.994521 -1.968367 0.012 -0.230 -0.172
H -0.698935 -3.274411 -1.342001 -0.084 -0.182 -0.090
O 0.145522 -2.850188 -1.178951 0.093 0.484 0.234
```
Positions in Å, forces in eV/Å.

The calculation puts the energy above the lowest of the compared OMol25 structures with the same formula, charge and spin at 0.420 eV. The net charge is +1. The frontier orbital gap comes out at 10.682 eV. The calculation puts the LUMO energy at -3.207 eV.

Entry 5:
Entry from the OMol25 dataset: 3 unconnected molecules or ions with the total composition C3H13N2O2S (ωB97M-V with the def2-TZVPD basis set).

Geometry as XYZ:
```
21
Properties=species:S:1:pos:R:3:forces:R:3
N 1.391074 -0.621908 -0.491465 -0.344 0.673 -0.384
C 0.188915 -0.273700 -1.283341 -0.618 0.151 -0.259
C -0.624495 0.895892 -0.700255 -0.520 -0.340 0.453
S 0.219787 2.416862 -0.303869 0.623 0.455 -0.172
C -0.814361 -1.453752 -1.232483 0.826 -0.360 -0.110
N -0.468054 -2.647111 -2.009381 0.046 -0.353 -0.061
H 1.837862 0.300286 -0.352167 -0.020 -0.407 -0.004
H 1.028316 -0.837054 0.433026 0.078 0.039 0.199
H 0.531219 0.000674 -2.315642 -0.379 -0.475 0.609
H -1.505482 1.114190 -1.332978 0.395 -0.236 -0.095
H -1.059134 0.423992 0.203709 -0.013 0.396 0.113
H -0.808966 -1.879611 -0.220307 -0.059 0.615 0.202
H -1.834358 -1.084029 -1.385125 0.165 -0.287 -0.444
H 0.485108 -2.860879 -1.726228 -0.057 -0.128 -0.193
H -0.441510 -2.519814 -3.011794 -0.045 0.395 -0.050
H 1.448664 1.221428 2.482812 -0.656 0.399 -0.414
H 1.574200 -0.169091 2.992452 -0.778 0.098 -0.194
O 0.893700 0.446451 2.652454 1.492 -0.934 0.561
H -0.682905 1.674869 2.582259 -0.131 -0.040 -1.099
H -0.780935 3.268607 2.182563 0.090 -1.312 -0.557
O -0.578645 2.583699 2.835759 -0.097 1.652 1.901
```
Positions in Å, forces in eV/Å.

The calculation puts the energy above the lowest of the compared OMol25 structures with the same formula, charge and spin at 1.221 eV. The net charge is -1. The frontier orbital gap comes out at 6.127 eV. The calculation puts the LUMO energy at 3.453 eV.

Entry 6:
Entry from the OMol25 dataset: 2 unconnected molecules or ions with the total composition C3H13N2OS2 (ωB97M-V with the def2-TZVPD basis set).

Geometry as XYZ:
```
21
Properties=species:S:1:pos:R:3:forces:R:3
S 1.816148 3.350438 1.535354 0.783 0.632 0.111
S 1.932205 2.657529 -0.353576 -0.477 -0.644 0.124
C 0.305037 1.930781 -0.570801 -2.498 -0.228 1.994
C 0.203176 0.354619 -0.513574 1.530 -0.146 -0.476
C -1.197639 -0.223612 -0.830003 -1.560 0.408 -0.711
N -1.176048 -1.580472 -1.416849 0.575 0.737 1.648
N 0.678475 -0.089247 0.854198 -1.844 0.245 0.096
H 1.212712 4.550697 1.296134 -0.428 -0.445 -0.034
H -0.189330 2.089317 -1.467502 -0.054 0.975 -2.474
H -0.498876 2.396339 0.122202 1.616 -0.703 -0.487
H 0.947027 -0.095822 -1.284632 -1.106 0.752 1.426
H -1.680188 0.528680 -1.514641 0.553 -1.061 -0.057
H -1.930103 -0.122227 0.015085 0.976 -0.593 -0.234
H -0.906712 -2.388998 -0.818480 -0.520 1.013 -0.055
H -0.610415 -1.651277 -2.239702 -0.010 0.167 -0.816
H 0.367451 -1.067558 0.977599 1.143 -0.486 0.093
H 0.196471 0.391227 1.657807 0.569 -0.062 -0.984
H 1.655113 0.156198 0.819692 0.766 -0.910 0.959
H 0.283610 -4.138531 1.212774 0.221 0.342 0.138
H -1.157932 -3.716247 1.217125 0.805 0.606 0.342
O -0.250176 -3.331825 1.301788 -1.040 -0.597 -0.605
```
Positions in Å, forces in eV/Å.

The calculation puts the energy above the lowest of the compared OMol25 structures with the same formula, charge and spin at 1.185 eV. The net charge is +2. The frontier orbital gap (alpha / beta) comes out at 10.191 / 3.647 eV. The spin multiplicity is 2. The calculation puts the LUMO energy (alpha / beta) at -7.770 / -12.939 eV.

Entry 7:
Entry from the OMol25 dataset: a molecular structure, C3H13N2OV (ωB97M-V with the def2-TZVPD basis set).

Geometry as XYZ:
```
20
Properties=species:S:1:pos:R:3:forces:R:3
C 0.460290 -0.661365 -2.705066 2.824 1.758 -0.097
V 1.588561 0.557120 -1.186673 -1.320 -2.696 2.551
N 1.154173 1.934134 0.479564 0.481 0.583 0.546
H 0.927659 1.564759 -1.995550 -1.137 2.508 -1.523
H 0.205267 2.166163 0.772360 -0.195 -0.281 -0.107
H 2.940704 1.420091 -1.068621 1.565 0.444 -0.446
H 1.019332 0.018512 -3.458803 -1.579 -1.204 0.746
H -0.488845 -0.287541 -2.252446 0.761 -0.913 -0.570
H 1.128584 -1.524549 -2.449492 -1.460 0.132 -0.037
H 1.621336 1.646838 1.353962 -0.228 -0.058 -0.434
H 1.583095 2.836642 0.240405 -0.108 -0.427 -0.093
C -1.933366 -0.141769 1.253640 -0.086 -0.165 -0.200
C -0.767950 -1.096152 1.158643 0.974 0.050 -0.697
N -0.981945 -2.333827 1.662394 0.010 0.280 -0.151
O 0.354973 -0.787248 0.698890 -0.967 -0.092 0.130
H -2.767497 -0.621339 1.778022 0.004 0.171 -0.006
H -2.282447 0.165738 0.253605 0.319 -0.114 0.385
H -1.639153 0.758170 1.819568 0.048 -0.078 -0.097
H -0.236725 -3.009904 1.630371 0.074 0.040 0.019
H -1.886047 -2.604474 2.015225 0.021 0.061 0.082
```
Positions in Å, forces in eV/Å.

The net charge is -1. The frontier orbital gap (alpha / beta) comes out at 2.760 / 7.095 eV. The spin multiplicity is 4. The calculation puts the LUMO energy (alpha / beta) at 3.305 / 3.308 eV.

Entry 8:
Entry from the OMol25 dataset: 2 unconnected molecules or ions with the total composition C3H13N3 (ωB97M-V with the def2-TZVPD basis set).

Geometry as XYZ:
```
19
Properties=species:S:1:pos:R:3:forces:R:3
C -1.980139 -0.386572 -2.183856 0.543 -1.198 -0.305
C -1.897681 0.530477 -0.970549 1.197 0.671 -1.212
N -1.480128 -0.081131 0.289419 -1.838 -0.812 0.030
H -2.614635 -1.254600 -1.990783 -0.288 0.097 0.017
H -2.339292 0.117496 -3.065597 -0.561 0.421 -0.184
H -1.044768 -0.842062 -2.559729 0.086 0.392 0.707
H -1.275417 1.376475 -1.306033 0.128 -0.158 0.664
H -2.890531 0.971796 -0.853223 0.028 -0.127 0.397
H -2.053468 -0.923505 0.267927 -0.170 0.046 0.773
H -0.582250 -0.479833 0.525674 0.614 0.403 -1.292
N 0.988948 -0.021516 1.917161 0.813 -0.376 -1.213
C 2.240439 0.525702 1.350037 0.127 -0.171 2.292
N 2.950881 -0.227059 0.347285 -0.080 0.508 0.253
H 1.101250 -0.319444 2.866115 -0.462 0.153 0.163
H 0.129480 0.429810 1.663129 0.014 0.382 0.662
H 2.104358 1.563834 1.056395 -0.078 0.011 -0.268
H 2.882204 0.520600 2.270943 0.043 0.431 -1.084
H 3.401932 -1.005960 0.801075 -0.176 -0.380 -0.446
H 2.358818 -0.494501 -0.425394 0.060 -0.294 0.045
```
Positions in Å, forces in eV/Å.

As for the SMILES: CCN.NCN. The calculation puts the energy above the lowest of the compared OMol25 structures with the same formula, charge and spin at 0.835 eV. The frontier orbital gap comes out at 10.113 eV. The calculation puts the LUMO energy at 1.031 eV.

Entry 9:
Entry from the OMol25 dataset: 2 unconnected molecules or ions with the total composition C3H13N3 (ωB97M-V with the def2-TZVPD basis set).

Geometry as XYZ:
```
19
Properties=species:S:1:pos:R:3:forces:R:3
C 0.167801 -1.436049 2.368996 -0.250 -0.304 -0.042
C -0.833451 -1.999448 1.359837 0.973 0.482 0.329
N -0.585136 -1.417646 0.009002 -0.144 -0.553 -0.025
H 1.191183 -1.541437 2.015060 0.143 0.140 -0.150
H 0.126993 -2.007167 3.292832 -0.115 0.002 0.138
H -0.060551 -0.400737 2.610504 0.145 0.149 -0.057
H -1.825787 -1.705061 1.680038 -0.252 -0.254 -0.094
H -0.710509 -3.083972 1.348295 -0.403 -0.003 -0.088
H -1.404961 -1.651237 -0.547072 -0.037 0.311 -0.092
H 0.131446 -1.991273 -0.434796 0.093 0.036 0.108
N 1.042922 0.713291 -0.957697 -0.348 0.493 0.150
C 0.043985 1.392665 -1.716698 -0.153 -0.688 -0.014
N 0.045596 2.761816 -1.208862 1.267 -0.216 -0.069
H 2.010322 1.012363 -1.000076 0.028 -0.089 -0.003
H 0.667475 0.152346 -0.174625 0.105 -0.272 -0.083
H -0.898514 0.876609 -1.554721 -0.114 0.154 0.181
H 0.265061 1.334674 -2.781137 0.025 0.429 -0.063
H 0.672150 3.351909 -1.758134 -0.286 0.158 0.003
H 0.365350 2.819305 -0.234578 -0.676 0.026 -0.129
```
Positions in Å, forces in eV/Å.

The calculation puts the energy above the lowest of the compared OMol25 structures with the same formula, charge and spin at 0.000 eV. The net charge is +1. The frontier orbital gap (alpha / beta) comes out at 10.918 / 6.292 eV. The spin multiplicity is 2. The calculation puts the LUMO energy (alpha / beta) at -3.046 / -7.641 eV.

Entry 10:
Entry from the OMol25 dataset: 3 unconnected molecules or ions with the total composition C3H13N3O (ωB97M-V with the def2-TZVPD basis set).

Geometry as XYZ:
```
20
Properties=species:S:1:pos:R:3:forces:R:3
C -0.710888 -1.182588 -1.328311 -0.517 -0.907 0.237
N -1.226027 -1.740833 -0.307344 0.114 0.446 -0.494
H -1.275245 -0.745944 -2.154547 -0.125 0.024 0.124
H 0.365750 -1.226844 -1.418657 0.238 0.206 0.045
H -2.241410 -1.720914 -0.246004 0.009 0.129 -0.251
C -1.142367 1.658706 0.539765 0.284 -0.004 -0.143
C 0.314696 1.287606 0.264333 0.395 -0.676 0.995
N 0.826717 1.675442 -1.041287 0.010 -0.171 -0.207
H -1.808890 1.194335 -0.187649 -0.081 -0.013 -0.042
H -1.289819 2.740333 0.487754 0.003 -0.017 -0.022
H -1.433649 1.325057 1.530399 -0.117 -0.074 0.195
H 0.948770 1.781742 1.007870 -0.076 0.160 -0.027
H 0.509500 0.199050 0.515314 -0.348 1.411 -0.751
H 0.241400 1.302581 -1.779856 0.012 0.028 -0.059
H 0.802216 2.684078 -1.143088 -0.008 -0.036 0.003
N 1.837306 -1.967707 0.754226 -0.333 -0.033 -0.120
O 0.703849 -1.541443 1.526883 -1.630 -0.617 -1.019
H 2.534498 -1.230039 0.861140 -0.205 -0.127 0.085
H 2.205688 -2.792157 1.229445 -0.088 0.242 -0.020
H -0.162094 -1.700460 0.889615 2.464 0.029 1.472
```
Positions in Å, forces in eV/Å.

As for the SMILES: C=N.CCN.NO. The calculation puts the energy above the lowest of the compared OMol25 structures with the same formula, charge and spin at 3.529 eV. The frontier orbital gap comes out at 9.603 eV. The calculation puts the LUMO energy at 0.749 eV.

Record order is preserved below.
Largest force on an atom: 1.94, 3.20, 2.65, 0.64, 2.52, 3.20, 3.94, 2.30, 1.29, 2.87 eV/A